Entry 1:
This record from OMol25 describes the molecule CH3Br2PS at a distorted geometry. The level of theory is the ωB97M-V functional and the def2-TZVPD basis.

```
8
Properties=species:S:1:pos:R:3:forces:R:3:lowdin_charge:R:1
C 0.2656 -0.1936 0.0664 2.94 0.47 -0.34 -0.142
P 2.4633 -0.0624 0.6547 -3.22 0.45 0.36 -0.417
S 2.7789 -0.3105 2.5581 0.20 0.30 -1.38 0.102
Br 3.1972 -1.6465 -0.7122 0.01 0.34 0.19 0.258
Br 3.1186 1.8883 -0.4021 -0.24 -1.09 0.63 0.182
H -0.5323 0.2497 0.6500 0.52 -0.15 0.97 0.018
H 0.3166 0.4332 -0.8360 0.12 -0.92 -0.12 0.002
H 0.2689 -1.2885 -0.0157 -0.33 0.60 -0.31 -0.002
```
Positions in Å, forces in eV/Å.

Computed properties:
**Energy relative to the best compared isomer or geometry (same formula, charge and spin)**: 128.7 kJ/mol
**SMILES**: CP(=S)(Br)Br
**F_max**: 3.271 eV/Å
**Total energy**: -161295.0722 eV



Entry 2:
This record from OMol25 describes a cluster of 5 separate species, C6H20BrO4 in total at a distorted geometry. The level of theory is the ωB97M-V functional and the def2-TZVPD basis.

```
31
Properties=species:S:1:pos:R:3:forces:R:3:lowdin_charge:R:1
Br 12.8771 -3.3970 22.1835 0.05 -0.20 -0.13 -0.024
C 11.1823 -0.7527 19.2445 0.65 -0.86 -0.85 -0.061
C 12.5742 -0.2351 19.5456 0.34 1.36 0.74 -0.503
C 12.7518 1.2172 19.0645 -0.02 -0.51 0.28 -0.075
O 12.7507 -0.2262 20.9676 0.11 -0.28 -0.41 -0.119
H 11.1287 -1.8147 19.4977 -0.17 0.15 0.43 0.052
H 10.9648 -0.7443 18.1683 -0.08 0.38 0.12 0.075
H 10.4779 -0.1574 19.8157 -0.23 -0.07 -0.02 0.083
H 13.4291 -0.7532 19.0975 -0.49 -0.67 -0.18 0.135
H 12.1414 1.9092 19.6474 -0.19 -0.08 -0.09 0.074
H 12.4807 1.2489 18.0079 0.06 0.28 -0.01 0.068
H 13.7917 1.5173 19.2000 0.00 0.02 -0.11 0.069
H 12.7616 -1.1640 21.2521 0.05 0.27 0.17 -0.082
C 13.8785 -7.1052 23.5835 0.55 0.06 0.20 -0.205
O 12.5579 -6.6939 23.3613 0.07 0.16 -0.13 -0.155
H 13.9035 -8.1915 23.6780 -0.13 -0.02 0.06 0.068
H 14.5815 -6.8374 22.7845 -0.25 0.05 -0.18 0.063
H 14.3009 -6.6657 24.4978 -0.08 -0.10 0.07 0.070
H 12.5909 -5.7548 23.1059 -0.16 -0.06 -0.02 -0.054
C 10.7138 -5.0547 19.1903 0.52 -0.44 0.18 -0.180
O 11.0779 -5.6347 20.4341 0.10 0.36 -0.24 -0.188
H 10.3668 -4.0314 19.3366 -0.15 0.05 -0.23 0.060
H 11.5684 -5.0693 18.5018 0.00 0.29 -0.03 0.065
H 9.9501 -5.6779 18.7245 -0.24 0.11 0.17 0.069
H 11.6650 -4.9758 20.8661 -0.28 -0.34 0.14 -0.086
C 14.3378 -6.1422 19.3029 0.56 -0.05 0.34 -0.185
O 14.4176 -4.7323 19.3666 -0.15 -0.13 -0.13 -0.169
H 14.9154 -6.5887 20.1249 -0.23 -0.09 0.06 0.067
H 13.3112 -6.5111 19.3422 -0.02 -0.03 -0.03 0.062
H 14.8395 -6.4842 18.3959 -0.21 0.16 -0.18 0.068
H 14.0096 -4.4586 20.2060 0.02 0.24 0.00 -0.062
```
Positions in Å, forces in eV/Å.

Computed properties:
**Energy relative to the best compared isomer or geometry (same formula, charge and spin)**: 20.4 kJ/mol
**F_max**: 1.589 eV/Å
**Total energy**: -84781.0737 eV
**Total charge**: -1



Entry 3:
This record from OMol25 describes a cluster of 5 separate species, C11H35NO4PS5 in total. The level of theory is the ωB97M-V functional and the def2-TZVPD basis.

```
57
Properties=species:S:1:pos:R:3:forces:R:3:lowdin_charge:R:1
N 8.0504 2.9863 -0.3072 -0.28 0.61 -0.26 -0.138
P 6.4144 3.2138 -0.1724 0.29 -0.05 -0.04 0.962
C 5.6591 3.9959 -1.5995 -0.16 -0.12 -0.03 -0.312
C 4.1227 3.8580 -1.7664 0.00 0.06 0.04 -0.275
C 3.3415 3.3762 -0.5368 0.00 -0.02 -0.07 -0.592
S 2.8922 1.6191 -0.5151 -0.13 -0.04 0.09 0.735
H 8.3745 2.8544 -1.2617 0.09 -0.24 0.14 0.078
H 8.6031 3.7149 0.1352 0.05 -0.19 0.07 0.077
H 6.2453 4.0030 0.9599 -0.04 -0.07 0.11 0.054
H 5.8346 1.9815 0.1046 -0.09 -0.03 0.02 0.021
H 6.1847 3.5891 -2.4678 0.02 0.04 0.00 0.100
H 5.9516 5.0454 -1.5133 0.07 -0.01 -0.04 0.103
H 3.7575 4.8418 -2.0605 0.00 -0.01 0.00 0.115
H 3.9112 3.1857 -2.5954 0.03 0.00 -0.01 0.105
H 2.3590 3.8478 -0.5271 0.05 0.08 0.02 0.073
H 3.8125 3.6820 0.4036 -0.01 -0.01 0.01 0.051
H 4.1098 1.0721 -0.6067 0.04 -0.03 -0.03 -0.166
C 0.0293 -1.4292 -1.4060 -0.06 0.00 -0.05 -0.281
S 1.3939 -1.6441 -0.2570 -0.09 0.02 -0.10 0.752
O 2.0170 -2.9596 -0.5572 0.06 -0.01 -0.01 -0.546
C 0.3156 -1.8607 1.1538 0.08 -0.05 0.22 -0.273
H 0.4147 -1.3732 -2.4227 0.13 0.03 0.05 0.044
H -0.6335 -2.2887 -1.3066 -0.04 0.02 -0.07 0.043
H -0.5086 -0.5140 -1.1574 -0.02 -0.01 0.00 0.062
H -0.3834 -2.6602 0.9203 -0.02 -0.01 0.07 0.046
H -0.2345 -0.9392 1.3369 -0.05 -0.02 -0.01 0.045
H 0.9135 -2.1252 2.0246 0.09 0.02 -0.07 0.055
C -5.0828 -2.1550 2.2857 -0.02 0.00 0.04 -0.257
S -3.5482 -2.7188 1.5438 -0.19 -0.11 -0.10 0.814
O -2.7626 -1.4904 1.2206 0.05 0.13 0.00 -0.573
C -4.2646 -3.2837 0.0007 0.05 -0.09 0.04 -0.265
H -4.8465 -1.7111 3.2506 0.01 0.00 0.00 0.042
H -5.5377 -1.4077 1.6364 0.02 0.00 -0.01 0.064
H -5.7470 -3.0075 2.4260 0.00 0.00 0.01 0.057
H -4.7780 -2.4505 -0.4776 0.02 0.01 0.00 0.060
H -4.9529 -4.1036 0.2058 0.00 0.00 0.02 0.059
H -3.4554 -3.6276 -0.6408 -0.04 0.06 0.01 0.027
C -1.6189 -2.5412 -5.0887 0.01 -0.03 -0.01 -0.258
S -2.5309 -1.7865 -3.7374 0.05 0.09 -0.08 0.797
O -2.7882 -2.8624 -2.7430 -0.02 -0.06 -0.02 -0.548
C -4.0586 -1.5364 -4.6470 -0.04 -0.03 0.01 -0.262
H -0.6408 -2.8242 -4.7045 0.00 0.00 0.01 0.048
H -2.1523 -3.4280 -5.4297 -0.01 0.00 0.02 0.061
H -1.5057 -1.8195 -5.8975 0.00 0.00 0.00 0.056
H -4.4075 -2.4941 -5.0324 0.01 0.00 0.01 0.061
H -3.8846 -0.8295 -5.4578 0.00 0.00 0.01 0.056
H -4.7881 -1.1266 -3.9518 0.01 0.01 0.01 0.051
C -1.4806 1.6575 6.0699 0.02 -0.01 0.03 -0.275
S -2.0491 1.5189 4.3693 0.03 0.02 -0.01 0.790
O -3.4527 2.0017 4.3510 -0.04 0.01 0.00 -0.548
C -2.1143 -0.2720 4.3255 -0.01 -0.09 0.04 -0.273
H -1.4198 2.7171 6.3092 -0.01 0.00 -0.01 0.047
H -2.2004 1.1701 6.7270 -0.01 0.00 -0.01 0.058
H -0.4960 1.1988 6.1636 0.00 0.00 0.00 0.050
H -2.7633 -0.6260 5.1276 -0.01 0.03 0.00 0.061
H -1.1079 -0.6766 4.4408 0.00 0.00 -0.01 0.055
H -2.5129 -0.5581 3.3528 0.07 0.03 -0.03 0.007
```
Positions in Å, forces in eV/Å.

Computed properties:
**Energy relative to the best compared isomer or geometry (same formula, charge and spin)**: 6.9 kJ/mol
**F_max**: 0.719 eV/Å
**Total energy**: -85109.7373 eV
**Total charge**: +1



Entry 4:
This record from OMol25 describes the molecule C5H11N at a distorted geometry. The level of theory is the ωB97M-V functional and the def2-TZVPD basis.

```
17
Properties=species:S:1:pos:R:3:forces:R:3:lowdin_charge:R:1
C 0.0312 1.4176 1.2914 -1.85 -2.64 3.54 -0.108
C 0.2774 -0.1072 1.3366 1.34 -0.30 -0.45 -0.224
C -0.0337 -0.7876 -0.0169 -5.36 -2.24 2.45 -0.404
C -0.1312 0.0854 -1.3143 0.37 2.39 -4.94 -0.245
N -0.1065 1.6144 -1.3132 -2.64 -4.84 0.16 0.023
C -0.0111 -2.1850 -0.0914 3.31 -0.04 -1.41 0.049
H -1.0772 1.3149 0.9577 1.89 1.77 0.43 0.115
H 0.1584 1.8201 2.4266 -0.40 -0.72 -2.84 0.130
H 0.7656 1.7992 0.6204 -0.16 0.98 -0.01 0.029
H 1.3025 -0.4531 1.4664 0.34 0.62 0.74 0.106
H -0.3573 -0.7550 1.9313 0.12 0.90 1.05 0.105
H 0.4997 -0.3020 -2.1671 0.72 0.35 1.40 0.105
H -1.0622 -0.4306 -1.6806 0.12 1.98 0.13 0.109
H 0.8206 1.8797 -1.1124 1.75 0.25 -0.33 -0.031
H 0.7895 -2.6692 -0.5403 2.33 -0.85 -0.94 0.045
H -0.7422 -2.9258 -0.0821 -2.12 -0.56 0.77 0.059
H -1.1472 -1.1184 0.1409 0.26 2.96 0.24 0.138
```
Positions in Å, forces in eV/Å.

Computed properties:
**Energy relative to the best compared isomer or geometry (same formula, charge and spin)**: 926.5 kJ/mol
**F_max**: 6.307 eV/Å
**Total energy**: -6843.9265 eV



The highest energy relative to the best compared isomer or geometry (same formula, charge and spin) belongs to which entry? C5H11N